No. 1
{"formula": "C18H26N10PtS2", "method": "the ωB97M-V functional and the def2-TZVPD basis", "symbols": ["Pt", "C", "C", "N", "N", "C", "S", "N", "N", "H", "H", "H", "H", "H", "H", "N", "C", "C", "N", "C", "C", "N", "C", "C", "N", "H", "H", "H", "H", "H", "H", "S", "C", "N", "C", "C", "C", "C", "H", "H", "H", "H", "H", "C", "C", "C", "C", "N", "H", "H", "H", "H", "H", "H", "H", "H", "H"], "xyz": [[0.04590, -0.61562, -0.52671], [3.43666, 4.88902, -0.67893], [3.51602, 3.48825, -1.14034], [4.59249, 2.85996, -1.49291], [4.18851, 1.61858, -1.81562], [2.86227, 1.45683, -1.71147], [2.00779, 0.06035, -2.16799], [2.42406, 2.65176, -1.26918], [1.14723, 2.97561, -0.87339], [4.43980, 5.30563, -0.67179], [3.01199, 4.93971, 0.32448], [2.81405, 5.49326, -1.34081], [4.85137, 0.93231, -2.13701], [0.85223, 3.85225, -1.28100], [0.48098, 2.21797, -1.02374], [-2.40694, -4.15016, -1.02918], [-3.56101, -3.52436, -0.64400], [-3.18680, -2.30564, -0.15900], [-1.82791, -2.18191, -0.24350], [-1.38101, -3.30938, -0.77304], [0.02975, -3.52016, -0.94644], [0.88162, -2.54834, -0.66664], [2.14372, -3.04161, -0.86297], [2.04627, -4.33724, -1.26587], [0.70391, -4.62489, -1.31312], [-2.35151, -5.07225, -1.42961], [-4.53199, -3.97705, -0.74027], [-3.81163, -1.53696, 0.26048], [3.02801, -2.45332, -0.69665], [2.80567, -5.05227, -1.52696], [0.31639, -5.51793, -1.57066], [1.83357, 0.03517, 1.30888], [1.09238, -0.25124, 2.82104], [1.88183, -0.21539, 3.92356], [1.44026, -0.46540, 5.17815], [0.13041, -0.76294, 5.39245], [-0.74310, -0.77985, 4.29290], [-0.27338, -0.52683, 3.02848], [2.85794, 0.01040, 3.78236], [2.16909, -0.41840, 5.97375], [-0.22451, -0.97480, 6.38911], [-1.79124, -0.99565, 4.45228], [-0.91369, -0.53009, 2.16029], [-2.20808, 2.76398, -1.78933], [-2.23848, 1.36541, -1.14722], [-2.90762, 0.37096, -2.14127], [-3.07115, 1.42245, 0.16391], [-0.95165, 0.94336, -0.80767], [-3.22025, 3.05835, -2.06679], [-1.59774, 2.75069, -2.69218], [-1.81394, 3.49756, -1.08507], [-3.98968, 0.48031, -2.08372], [-2.64338, -0.65559, -1.89998], [-2.58144, 0.58677, -3.15690], [-4.07307, 1.77467, -0.07061], [-2.61016, 2.11149, 0.87076], [-3.12083, 0.43221, 0.61662]], "nbo_charge": [1.052, -0.670, 0.363, -0.216, -0.329, 0.209, -0.156, -0.171, -0.649, 0.272, 0.251, 0.243, 0.442, 0.383, 0.421, -0.474, -0.038, -0.079, -0.485, 0.303, 0.313, -0.496, -0.051, -0.044, -0.467, 0.442, 0.257, 0.240, 0.256, 0.257, 0.443, -0.210, 0.090, -0.470, 0.081, -0.263, -0.090, -0.265, 0.442, 0.247, 0.259, 0.243, 0.236, -0.612, 0.005, -0.601, -0.573, -0.360, 0.236, 0.222, 0.214, 0.232, 0.210, 0.233, 0.246, 0.230, 0.199], "total_charge": 2, "total_energy_ev": -58890.47181, "e_homo_ev": [-13.3301, -13.3208], "relative_energy_kcal_mol": 48.54, "orbital_gap_ev": [6.1456, 6.0543]}

No. 2
{"formula": "C4H10N2O", "method": "the ωB97M-V functional and the def2-TZVPD basis", "symbols": ["C", "N", "C", "O", "C", "C", "N", "H", "H", "H", "H", "H", "H", "H", "H", "H", "H"], "xyz": [[0.85598, 0.39299, 0.16344], [0.75199, -0.35954, 1.38372], [1.58426, -1.44312, 1.66010], [2.62185, -1.63478, 1.09659], [-0.27792, 0.09563, -0.89302], [-1.64738, 0.00589, -0.24865], [-0.17478, 1.26876, -1.70833], [1.87804, 0.27086, -0.19825], [0.83323, 1.44485, 0.46238], [-0.18396, -0.42068, 1.74706], [1.05367, -2.13220, 2.33146], [-0.10585, -0.77129, -1.52706], [-2.11179, 1.00023, -0.20398], [-2.40734, -0.57602, -0.77323], [-1.78460, -0.36100, 0.76341], [-0.58239, 2.13164, -1.35320], [-0.30301, 1.08777, -2.70244]], "nbo_charge": [-0.231, -0.536, 0.527, -0.498, -0.089, -0.643, -0.387, 0.275, 0.222, 0.395, 0.140, 0.253, 0.232, 0.270, 0.239, 0.410, 0.422], "total_charge": 1, "multiplicity": 2, "total_energy_ev": -9328.44994, "e_homo_ev": [-14.3900, -13.9984], "relative_energy_kcal_mol": 34.10, "orbital_gap_ev": [11.1617, 5.0712], "s_squared": 0.757}

No. 3
{"formula": "C5H5N", "method": "the ωB97M-V functional and the def2-TZVPD basis", "symbols": ["C", "C", "C", "N", "C", "C", "H", "H", "H", "H", "H"], "xyz": [[-0.26344, 1.14239, -0.09150], [-1.17293, 0.20667, -0.09732], [-0.86306, -1.21057, 0.03047], [0.32505, -1.65194, 0.19296], [1.44002, -2.01974, 0.54814], [0.65297, 2.05530, -0.00886], [0.40857, 2.70597, 0.81939], [-2.21527, 0.47738, -0.24402], [-1.66951, -1.92622, -0.06118], [2.15525, -2.27167, -0.24543], [1.20236, 2.49244, -0.84265]], "nbo_charge": [0.144, -0.357, -0.059, -0.293, -0.014, -0.500, 0.231, 0.240, 0.207, 0.173, 0.228], "total_energy_ev": -6751.46979, "e_homo_ev": -7.6251, "relative_energy_kcal_mol": 102.34, "orbital_gap_ev": 8.2396}

No. 4
{"formula": "C4H7NO3S", "method": "the ωB97M-V functional and the def2-TZVPD basis", "symbols": ["O", "S", "O", "N", "C", "C", "C", "C", "O", "H", "H", "H", "H", "H", "H", "H"], "xyz": [[2.17131, -0.26882, -1.47467], [2.07482, -0.14045, -0.04977], [3.26554, -0.41280, 0.70287], [0.82287, -1.04064, 0.55294], [-0.42097, -0.04751, 0.06769], [-1.78774, -0.46236, 0.53887], [-1.27530, -0.63198, -0.93115], [0.13269, 1.42642, 0.05519], [1.51933, 1.31041, 0.32966], [0.96720, -1.12437, 1.50089], [-2.25629, 0.39085, 0.69932], [-1.70572, -1.26118, 1.17188], [-1.17441, -1.66629, -1.15724], [-1.71634, -0.05870, -1.82005], [-0.19413, 1.85411, -0.97298], [-0.42285, 2.13331, 0.78655]], "nbo_charge": [-0.915, 2.469, -0.913, -0.838, 0.091, -0.417, -0.419, -0.095, -0.685, 0.389, 0.209, 0.229, 0.246, 0.236, 0.202, 0.210], "total_energy_ev": -22726.27112, "e_homo_ev": -10.8703, "relative_energy_kcal_mol": 54.89, "orbital_gap_ev": 11.4712}

No. 5
{"formula": "C27H37N3O4", "method": "the ωB97M-V functional and the def2-TZVPD basis", "symbols": ["C", "C", "C", "N", "C", "C", "C", "C", "C", "N", "C", "O", "C", "C", "C", "O", "N", "C", "C", "C", "C", "O", "C", "C", "C", "C", "C", "C", "C", "C", "O", "C", "C", "C", "H", "H", "H", "H", "H", "H", "H", "H", "H", "H", "H", "H", "H", "H", "H", "H", "H", "H", "H", "H", "H", "H", "H", "H", "H", "H", "H", "H", "H", "H", "H", "H", "H", "H", "H", "H", "H"], "xyz": [[-7.01597, -0.35683, 2.07495], [-6.22918, -0.00173, 0.82037], [-4.73065, 0.12840, 1.11068], [-4.00186, 0.51067, -0.08856], [-2.96555, -0.41430, -0.49894], [-3.55387, -1.70865, -1.06751], [-4.32472, -1.44995, -2.35480], [-3.65507, 1.91071, -0.15111], [-2.51533, 2.37859, 0.78232], [-1.21324, 2.18085, 0.18885], [-0.27693, 3.14858, 0.11202], [-0.42564, 4.27092, 0.54283], [0.99985, 2.66851, -0.57398], [2.00082, 3.77460, -0.87105], [3.35012, 3.08316, -0.79388], [4.39269, 3.50461, -1.23516], [3.17296, 1.90144, -0.13259], [4.19400, 0.99139, 0.18951], [4.12021, 0.21918, 1.34783], [5.11085, -0.69100, 1.64303], [6.20938, -0.85088, 0.79859], [7.13030, -1.77987, 1.18543], [8.27141, -1.96352, 0.38410], [6.28917, -0.07435, -0.35098], [5.28744, 0.83065, -0.65282], [1.80693, 1.70973, 0.33488], [1.33286, 0.28762, 0.21341], [0.59546, -0.30616, 1.23368], [0.10719, -1.58738, 1.09668], [0.34856, -2.31566, -0.07026], [-0.18979, -3.56206, -0.11172], [0.03575, -4.35850, -1.25046], [1.09688, -1.73205, -1.08739], [1.57819, -0.44342, -0.93971], [-8.07586, -0.44449, 1.84951], [-6.88988, 0.41058, 2.83593], [-6.67327, -1.30430, 2.48579], [-6.37859, -0.76894, 0.06003], [-6.59171, 0.94304, 0.41175], [-4.59161, 0.86890, 1.90863], [-4.35313, -0.82654, 1.48734], [-2.27835, -0.67013, 0.32762], [-2.38479, 0.06423, -1.29268], [-4.21614, -2.16501, -0.33156], [-2.73476, -2.40684, -1.25186], [-3.65715, -1.08992, -3.13484], [-4.80552, -2.35985, -2.70602], [-5.08500, -0.69382, -2.17927], [-4.55688, 2.47577, 0.09380], [-3.38025, 2.15346, -1.18179], [-2.57433, 1.84171, 1.73625], [-2.60156, 3.44928, 0.97824], [-0.98202, 1.24869, -0.11617], [0.72989, 2.14200, -1.49534], [1.94472, 4.54972, -0.10213], [1.85880, 4.25130, -1.83892], [3.29100, 0.32818, 2.02782], [5.05800, -1.29243, 2.53657], [8.85971, -1.04372, 0.30458], [8.00710, -2.31337, -0.61942], [8.86412, -2.72705, 0.88566], [7.12381, -0.16408, -1.02786], [5.36633, 1.42941, -1.54470], [1.71746, 2.04521, 1.37971], [0.39960, 0.24482, 2.14273], [-0.46175, -2.05589, 1.88415], [-0.47434, -5.30036, -1.05570], [1.10260, -4.54930, -1.40191], [-0.38427, -3.90010, -2.15178], [1.31282, -2.26905, -1.99701], [2.16201, -0.00442, -1.73541]], "nbo_charge": [-0.609, -0.393, -0.216, -0.470, -0.217, -0.400, -0.612, -0.208, -0.258, -0.629, 0.684, -0.623, -0.296, -0.491, 0.696, -0.601, -0.452, 0.098, -0.208, -0.247, 0.293, -0.493, -0.251, -0.314, -0.139, -0.059, 0.019, -0.223, -0.253, 0.309, -0.493, -0.254, -0.302, -0.206, 0.212, 0.200, 0.200, 0.198, 0.197, 0.179, 0.190, 0.174, 0.190, 0.195, 0.202, 0.197, 0.207, 0.218, 0.202, 0.202, 0.189, 0.240, 0.409, 0.221, 0.258, 0.239, 0.214, 0.225, 0.177, 0.174, 0.200, 0.220, 0.235, 0.202, 0.218, 0.228, 0.204, 0.180, 0.176, 0.224, 0.223], "total_energy_ev": -41260.52290, "e_homo_ev": -7.9747, "relative_energy_kcal_mol": 1.48, "orbital_gap_ev": 8.5200}

No. 6
{"formula": "C24H67O9S8", "method": "the ωB97M-V functional and the def2-TZVPD basis", "symbols": ["C", "C", "O", "H", "H", "H", "H", "H", "C", "S", "O", "C", "H", "H", "H", "H", "H", "H", "C", "S", "O", "C", "H", "H", "H", "H", "H", "H", "C", "S", "O", "C", "H", "H", "H", "H", "H", "H", "C", "S", "O", "C", "H", "H", "H", "H", "H", "H", "C", "S", "O", "C", "H", "H", "H", "H", "H", "H", "C", "S", "O", "C", "H", "H", "H", "H", "H", "H", "C", "S", "O", "C", "H", "H", "H", "H", "H", "H", "C", "S", "O", "C", "H", "H", "H", "H", "H", "H", "C", "C", "C", "C", "C", "C", "H", "H", "H", "H", "H", "H", "H", "H", "H", "H", "H", "H", "H", "H"], "xyz": [[-0.05735, 0.76915, -0.22784], [-1.14684, 0.14368, 0.67032], [-1.95505, -0.63652, 0.02436], [-0.49762, 1.35723, -1.04257], [0.58576, -0.01363, -0.64623], [0.64793, 1.44146, 0.29442], [-1.71859, 1.00899, 1.18486], [-0.62738, -0.35094, 1.55824], [-0.77272, -2.12847, -3.65864], [-2.02888, -1.05751, -4.40828], [-3.23884, -1.12666, -3.57938], [-1.32284, 0.54409, -4.11201], [0.04421, -1.55475, -3.21160], [-0.34397, -2.78093, -4.42115], [-1.21274, -2.70779, -2.84612], [-1.36356, 0.78861, -3.04478], [-2.00067, 1.22072, -4.62896], [-0.30648, 0.68918, -4.47587], [-3.76489, 3.28282, -2.96861], [-2.83663, 3.62444, -1.46594], [-3.17728, 5.01325, -1.04978], [-3.82050, 2.51236, -0.46787], [-4.74031, 3.75526, -2.85301], [-3.81042, 2.21090, -3.14533], [-3.25498, 3.77177, -3.80001], [-4.85647, 2.84889, -0.50360], [-3.40643, 2.49346, 0.52745], [-3.77727, 1.49446, -0.87598], [0.59957, 5.09030, -6.00159], [-0.64894, 4.39575, -4.95744], [-1.23649, 3.26055, -5.70197], [0.40176, 3.65535, -3.72816], [1.26885, 4.31943, -6.36928], [1.13345, 5.84144, -5.40224], [0.14205, 5.68344, -6.79160], [-0.29792, 3.12406, -3.07251], [0.91556, 4.35538, -3.06344], [1.10109, 2.93768, -4.16410], [-3.94463, 0.80798, 3.79388], [-4.20839, 2.49686, 3.26541], [-5.07063, 3.12865, 4.29080], [-2.55137, 3.16029, 3.44063], [-3.09052, 0.39254, 3.25819], [-4.84346, 0.24612, 3.54594], [-3.79912, 0.75113, 4.87402], [-1.79690, 2.46359, 3.07655], [-2.33140, 3.57723, 4.42391], [-2.53912, 4.02879, 2.76757], [-0.62204, -4.32979, -0.48176], [-2.17937, -5.15148, -0.79204], [-2.96862, -4.18084, -1.53899], [-1.61766, -6.28043, -2.06696], [-0.01655, -4.25004, -1.38573], [-0.05863, -4.82064, 0.32057], [-0.87056, -3.31181, -0.14429], [-0.91706, -7.00473, -1.63213], [-1.12035, -5.73794, -2.87358], [-2.47770, -6.78791, -2.49630], [1.39902, 3.43628, 3.07634], [1.27616, 4.96810, 2.10422], [2.57747, 5.62023, 2.31489], [1.26674, 4.09623, 0.52861], [2.44765, 3.16216, 3.07595], [0.74772, 2.67809, 2.64399], [1.05457, 3.70450, 4.07155], [1.36849, 4.76762, -0.31585], [0.27872, 3.62863, 0.51779], [2.03952, 3.33400, 0.59144], [3.44963, 0.77663, -1.74420], [3.10549, -0.38732, -3.04246], [2.76850, 0.43864, -4.22283], [4.80344, -0.99288, -3.22442], [2.52746, 1.27675, -1.47238], [4.24724, 1.45756, -2.05251], [3.83574, 0.25221, -0.86204], [5.34930, -0.24401, -3.78749], [4.71905, -1.96148, -3.70085], [5.20371, -1.11946, -2.21979], [-2.87814, -2.73350, 2.89530], [-4.03278, -4.02883, 2.42628], [-4.49994, -3.72084, 1.09460], [-5.34331, -3.48356, 3.54033], [-3.33615, -1.77313, 2.64412], [-2.04604, -2.78974, 2.19357], [-2.68995, -2.77946, 3.96530], [-5.09776, -3.83687, 4.54831], [-6.28196, -3.89514, 3.19335], [-5.36650, -2.39543, 3.57620], [2.51423, -2.15779, 0.79430], [2.59705, -1.27170, 2.04819], [3.99880, -1.23621, 2.61945], [4.42151, -2.49893, 3.28559], [5.81015, -2.41927, 3.89326], [6.25432, -3.75275, 4.43227], [1.46514, -2.31570, 0.54958], [3.00750, -3.10677, 1.00098], [2.98385, -1.64267, -0.04802], [2.23110, -0.28253, 1.83450], [1.95872, -1.71969, 2.82059], [4.09890, -0.38192, 3.30607], [4.66443, -0.96357, 1.77868], [3.71658, -2.74037, 4.09322], [4.40808, -3.33182, 2.57181], [6.50828, -2.08911, 3.11603], [5.80491, -1.67905, 4.69965], [7.24453, -3.69794, 4.87828], [5.52410, -4.16052, 5.13515], [6.30066, -4.48213, 3.61364]], "lowdin_charge": [-0.114, -0.634, -0.268, 0.039, 0.046, 0.022, 0.061, 0.074, -0.243, 0.798, -0.528, -0.290, 0.027, 0.037, 0.025, 0.044, 0.021, 0.048, -0.251, 0.767, -0.564, -0.259, 0.060, 0.052, 0.020, 0.064, -0.008, 0.069, -0.280, 0.791, -0.538, -0.264, 0.060, 0.056, 0.048, 0.014, 0.055, 0.058, -0.262, 0.806, -0.557, -0.269, 0.034, 0.043, 0.061, 0.026, 0.058, 0.050, -0.280, 0.771, -0.510, -0.279, 0.044, 0.049, 0.045, 0.048, 0.048, 0.045, -0.251, 0.802, -0.566, -0.271, 0.053, 0.034, 0.042, 0.048, 0.037, 0.044, -0.274, 0.783, -0.553, -0.250, 0.030, 0.065, 0.037, 0.056, 0.041, 0.045, -0.259, 0.759, -0.520, -0.267, 0.035, 0.041, 0.053, 0.046, 0.046, 0.036, -0.082, -0.258, -0.258, -0.254, -0.289, -0.130, 0.060, 0.063, 0.044, 0.086, 0.108, 0.116, 0.115, 0.125, 0.109, 0.111, 0.111, 0.066, 0.073, 0.073], "total_charge": -1, "total_energy_ev": -131077.09372, "e_homo_ev": -3.7333, "orbital_gap_ev": 5.5106}